1.
{
  "formula": "C3H6OS",
  "method": "ωB97M-V/def2-TZVPD",
  "homo_energy_ev": -8.77,
  "charge": 0,
  "e_above_lowest_ev": 4.978,
  "elements": ["O", "H", "C", "H", "C", "C", "S", "H", "H", "H", "H"],
  "coordinates": [[-1.392, -2.152, 1.025], [0.847, 0.775, 0.912], [0.731, 0.534, -0.177], [1.528, 0.773, -0.750], [-1.067, -0.904, 0.724], [0.456, -0.927, -0.064], [-0.616, 1.404, -1.011], [-1.925, 0.440, 0.665], [-0.178, 2.686, -0.436], [0.322, -1.112, -1.269], [1.293, -1.516, 0.380]],
  "mulliken_charge": [-0.44, 0.37, -0.73, 0.46, 0.05, -0.42, -0.27, 0.28, 0.18, 0.23, 0.30]
}



2.
{
  "formula": "C5H7N3",
  "method": "ωB97M-V/def2-TZVPD",
  "homo_energy_ev": -9.91,
  "charge": 0,
  "e_above_lowest_ev": 3.236,
  "elements": ["C", "N", "H", "C", "N", "H", "C", "N", "H", "H", "H", "C", "H", "C", "H"],
  "coordinates": [[1.144, 0.576, 0.947], [2.422, 0.505, 1.036], [-1.987, -0.334, -1.357], [0.342, -0.010, -0.147], [-0.237, 0.578, 3.270], [2.724, 0.710, 1.997], [0.166, 0.397, 2.187], [-0.796, -0.377, 0.388], [1.662, 0.622, -1.689], [-0.015, 1.176, -1.893], [-1.721, -1.948, -0.677], [-1.882, -0.896, -0.425], [-2.811, -0.821, 0.146], [0.614, 0.340, -1.574], [0.375, -0.519, -2.209]],
  "mulliken_charge": [0.32, -0.58, 0.31, 0.72, -0.53, 0.30, 0.32, -0.34, 0.38, 0.33, 0.29, -0.86, 0.30, -1.33, 0.36]
}



3.
{
  "formula": "C19H48AlBrN2O3PSi2",
  "method": "ωB97M-V/def2-TZVPD",
  "homo_energy_ev": [-7.88, -7.91],
  "s_squared": 1.759,
  "multiplicity": 2,
  "charge": 0,
  "e_above_lowest_ev": 0.000,
  "elements": ["H", "H", "Al", "H", "C", "C", "H", "O", "C", "N", "H", "H", "Br", "H", "H", "O", "C", "Si", "C", "C", "H", "C", "H", "H", "H", "Si", "H", "C", "H", "N", "H", "H", "H", "C", "H", "H", "H", "H", "C", "C", "H", "H", "C", "H", "H", "H", "C", "H", "H", "H", "C", "H", "C", "H", "C", "C", "H", "C", "H", "H", "P", "H", "H", "H", "H", "H", "H", "H", "H", "H", "O", "H", "C", "H", "H", "H", "H"],
  "coordinates": [[-0.862, 4.553, 3.237], [-0.537, -1.037, 2.660], [-2.143, 1.748, -3.729], [0.289, 0.129, 0.595], [2.154, 0.727, 2.410], [2.568, -1.460, -0.736], [5.507, -2.055, -1.568], [1.133, 2.998, 3.220], [-8.491, -1.033, 2.233], [3.065, -1.228, -3.680], [-4.359, -0.847, -0.120], [-1.213, 2.567, -1.943], [-4.213, 0.336, -2.928], [2.529, 1.479, 1.722], [5.620, -0.358, -2.059], [8.326, -2.911, -1.626], [5.448, -0.815, -5.356], [4.709, -1.754, -3.919], [1.594, -3.631, -2.658], [-4.054, 1.314, -0.090], [-1.649, 3.259, 1.658], [0.167, -0.484, 3.277], [3.398, -2.115, -0.466], [2.899, -0.426, -0.620], [-1.264, 1.523, 5.533], [1.938, -1.799, -2.471], [4.893, -1.007, -6.276], [0.635, 0.822, 2.594], [8.864, -2.115, -1.472], [0.336, 2.020, 3.420], [-1.963, 0.241, 1.768], [0.735, -3.896, -2.037], [-5.685, 0.099, 0.559], [-1.839, 1.573, 4.611], [1.022, -1.142, 3.415], [-9.309, -0.581, 2.800], [-8.861, -1.927, 1.726], [-8.611, 0.153, 0.693], [4.808, -3.584, -4.314], [5.747, -1.388, -2.397], [-0.408, -1.212, -1.930], [4.114, -3.859, -5.110], [-1.850, 2.334, 2.197], [5.438, 0.260, -5.170], [-1.347, 3.631, -0.501], [-4.244, 2.109, 0.642], [0.317, -0.889, -2.680], [4.594, -4.207, -3.445], [0.380, 1.912, 0.764], [-2.174, 4.110, 4.299], [-1.849, 2.876, -1.102], [6.484, -1.122, -5.516], [0.008, 0.985, 1.208], [-7.704, -1.322, 2.924], [-1.112, 2.409, 3.551], [-1.148, 3.866, 4.027], [-2.770, 2.086, 4.848], [-1.507, 1.121, 1.314], [-4.254, -0.128, 1.521], [-2.114, 0.582, 4.260], [-2.248, 1.222, -0.374], [5.820, -3.817, -4.650], [-0.514, 4.018, 4.895], [-2.915, 2.278, 2.424], [-0.250, -0.318, 4.263], [-0.110, -1.078, -3.667], [1.353, -3.890, -3.691], [2.378, -0.246, 1.970], [0.462, 0.189, -2.563], [6.802, -1.540, -2.656], [-7.924, -0.109, 1.311], [-2.772, 3.303, -1.498], [-4.601, 0.015, 0.498], [-4.534, 1.580, -1.026], [2.438, -4.245, -2.341], [2.674, 0.781, 3.364], [1.757, -1.639, -0.026]],
  "mulliken_charge": [0.39, 0.32, 0.38, -0.32, -1.87, -0.96, 0.41, -0.66, -0.54, -0.02, 0.28, 0.15, -0.49, 0.34, 0.34, -0.35, -1.02, 0.16, -1.05, -1.03, 0.24, -1.91, 0.51, 0.32, 0.41, -0.06, 0.28, 2.22, 0.33, 0.62, 0.28, 0.37, 0.27, -2.05, 0.49, 0.25, 0.27, 0.27, -0.98, -0.89, 0.20, 0.30, -1.74, 0.29, 0.42, 0.45, -0.86, 0.33, 0.46, 0.41, -1.33, 0.30, -1.64, 0.21, 1.72, -1.82, 0.48, 0.66, 0.26, 0.41, 0.97, 0.35, 0.46, 0.35, 0.38, 0.43, 0.31, 0.48, 0.13, 0.16, -0.46, 0.53, -1.09, 0.69, 0.33, 0.46, 0.33]
}



4.
{
  "formula": "C5H9NO",
  "method": "ωB97M-V/def2-TZVPD",
  "homo_energy_ev": -8.83,
  "charge": 0,
  "e_above_lowest_ev": 2.215,
  "elements": ["H", "C", "C", "C", "H", "H", "C", "O", "H", "H", "H", "H", "H", "H", "C", "N"],
  "coordinates": [[-1.304, 2.150, 0.279], [-0.916, 1.204, 0.671], [-0.531, -1.260, -0.016], [1.668, -0.390, -0.781], [-2.242, -0.028, -0.449], [0.828, 0.609, 1.261], [-1.155, 0.099, -0.363], [0.442, 1.454, 0.989], [-0.797, 0.424, -1.348], [-0.944, -2.026, -0.686], [2.492, 1.296, -0.931], [-0.833, -1.555, 0.999], [1.533, -2.108, 0.353], [-1.483, 0.973, 1.587], [0.986, -1.292, -0.110], [2.255, 0.451, -1.455]],
  "mulliken_charge": [0.32, -0.54, -0.43, 0.62, 0.35, 0.40, -0.62, -0.53, 0.34, 0.32, 0.29, 0.32, 0.30, 0.29, -0.82, -0.61]
}